A structure of composition C54H75Cl5CuN5O11, computed with ωB97M-V/def2-TZVPD.

```
151
Properties=species:S:1:pos:R:3:forces:R:3
C -0.79623 -0.43815 7.03827 -1.4 0.3 0.4
N -0.16831 0.45286 6.03936 0.2 -0.1 1.3
C -0.43209 0.29153 4.74245 -0.1 -0.9 -0.5
C 0.20421 1.02013 3.75920 -0.2 0.6 0.7
C 0.96763 2.12147 4.16213 0.4 -0.9 -0.7
C 1.25878 2.25600 5.51694 -1.0 0.4 0.7
C 0.64342 1.43802 6.46650 0.7 0.6 -1.3
C 1.59115 3.00498 3.13633 0.1 1.2 0.9
C 1.95794 2.47315 1.93285 2.3 0.3 -2.4
C 2.59682 3.25485 0.91295 -1.9 1.0 2.9
N 2.78031 4.59610 1.18657 0.9 -2.9 -2.4
C 2.41154 5.15370 2.32657 -0.5 -0.6 1.4
C 1.83689 4.39075 3.36811 -0.2 -0.1 -1.7
C 3.37295 5.34330 0.01649 -1.2 0.2 1.0
H -0.41504 -0.32140 8.05274 0.8 -0.1 -0.4
H -0.86114 -1.47869 6.72020 0.5 0.2 -0.1
H -1.82753 -0.11502 7.18006 -0.3 0.2 -0.6
H -1.04374 -0.55549 4.46887 -0.3 0.1 0.1
H 0.02465 0.69866 2.74390 0.0 0.4 -0.4
H 1.86281 3.10279 5.80761 0.2 -0.2 0.4
H 0.81967 1.55585 7.52548 -0.1 -0.2 0.0
H 2.04191 1.41263 1.74671 -0.9 -0.2 0.0
H 2.85234 2.86749 -0.06227 0.0 0.1 -0.4
H 2.60965 6.21449 2.36974 -0.2 0.1 0.3
H 1.43581 4.89621 4.23416 0.3 0.0 0.1
H 3.95938 4.66885 -0.60746 0.0 0.1 0.3
H 3.90252 6.20072 0.43182 0.1 -0.1 -0.3
H 2.46915 5.61062 -0.53104 0.0 0.2 -0.5
C -1.96290 3.70694 2.33522 -2.0 -0.4 -0.2
N -2.78087 2.91740 1.33544 1.6 3.7 -1.7
C -2.84726 3.42010 0.07992 0.8 -0.2 -0.2
C -3.42778 2.69601 -0.94037 0.4 0.9 0.1
C -3.97863 1.47744 -0.63926 0.2 -0.8 0.6
C -3.88587 0.99636 0.66021 -0.9 0.1 0.5
C -3.38072 1.82756 1.64572 0.0 -2.5 1.1
C -4.61845 0.65010 -1.68177 -0.7 -0.3 -0.5
C -5.93361 0.93378 -2.10744 -0.5 -1.3 -1.6
C -6.54736 0.10841 -3.09439 2.2 0.5 1.7
N -5.84647 -0.96188 -3.57855 -1.8 -0.1 -0.1
C -4.63059 -1.31262 -3.14238 -0.1 2.0 0.6
C -3.97501 -0.44766 -2.22343 -0.4 -2.1 -1.0
C -6.58779 -1.78066 -4.62066 0.8 0.6 1.0
H -0.95733 3.89814 1.96056 -0.2 -0.2 -0.1
H -2.07524 3.15522 3.26854 0.6 0.0 0.1
H -2.55474 4.61370 2.46018 0.5 0.3 0.1
H -2.31042 4.34159 -0.09059 0.2 0.0 -0.3
H -3.31053 3.04739 -1.95486 0.0 0.4 -0.2
H -4.28024 0.03454 0.95308 -0.2 -0.1 -0.1
H -3.30118 1.67843 2.71241 -0.5 -1.2 0.5
H -6.48733 1.77467 -1.71668 0.0 0.0 0.1
H -7.55119 0.22602 -3.47502 0.1 0.2 0.1
H -4.22529 -2.19382 -3.61736 0.3 0.0 0.4
H -2.99604 -0.80002 -1.93384 0.2 0.5 0.4
H -6.16790 -2.78638 -4.60242 0.0 0.2 -0.3
H -6.44380 -1.21812 -5.54311 -0.2 -0.5 -0.2
H -7.63393 -1.83362 -4.31921 0.2 0.0 -0.1
Cu 0.00242 2.42947 -1.39674 -0.4 1.3 -0.6
C 4.57697 0.54179 -7.72817 -0.1 -0.2 0.0
C 3.02896 0.77300 -7.61845 1.6 1.3 0.5
C 2.27350 -0.10484 -6.63575 0.7 -1.1 -0.3
C 2.77785 -0.13912 -5.17748 -1.7 1.5 -0.2
N 1.84369 -0.93191 -4.26099 1.1 -0.6 0.5
C 2.52128 -1.09527 -2.88066 -1.2 0.7 0.2
C 1.78939 -2.30725 -2.22217 0.3 0.7 -1.2
C 1.24198 -3.15065 -3.43113 1.7 0.3 0.2
C 1.79173 -2.41148 -4.64547 -2.0 1.5 -0.9
C 0.42601 -0.21208 -4.08735 1.5 -1.9 0.5
H 5.09554 -0.04710 -6.97161 -0.5 0.1 0.7
H 5.03999 1.52823 -7.70297 0.3 -0.2 -0.3
H 4.88149 -0.01739 -8.61286 -0.2 0.4 -0.4
H 2.64623 0.77133 -8.63904 -0.4 -0.5 0.2
H 2.96086 1.82439 -7.33910 -0.4 0.1 0.3
H 2.46718 -1.08578 -7.06974 -0.7 -0.5 0.1
H 1.21192 0.14217 -6.64677 0.1 -0.1 -0.1
H 2.62177 0.86822 -4.79146 0.6 0.3 0.2
H 3.82069 -0.43193 -5.05565 -0.3 -0.3 0.1
H 2.36702 -0.14129 -2.37644 0.0 -0.1 0.3
H 3.60198 -1.20607 -2.96956 -0.2 -0.3 -0.5
H 1.01398 -1.88149 -1.58533 0.1 -0.5 0.3
H 2.54927 -2.91382 -1.72946 -0.4 0.3 0.6
H 0.16904 -3.33572 -3.48251 0.2 0.1 0.2
H 1.79293 -4.09083 -3.40660 -0.6 -0.3 0.0
H 1.07923 -2.41152 -5.47036 0.2 -0.5 -0.3
H 2.78133 -2.67956 -5.01550 0.0 -0.1 0.3
H -0.02204 -0.00564 -5.05932 0.4 0.5 0.3
H 0.59281 0.57573 -3.35275 -0.1 0.7 -0.7
H -0.20276 -0.94139 -3.57660 0.0 -0.1 0.0
C -4.26922 0.03146 4.78302 2.2 1.3 1.0
O -3.47990 1.16778 5.20453 -0.2 -1.4 -1.3
H -3.70366 -0.80850 4.37965 1.0 -0.4 -0.4
H -4.64463 -0.45087 5.68553 -1.3 0.1 0.0
H -4.94116 0.21513 3.94466 -0.9 0.4 0.3
C -0.81368 -0.85534 0.51089 1.8 1.3 0.3
O -0.32537 0.31156 -0.06087 -0.7 0.8 -0.6
H -1.08644 -0.70590 1.55557 -0.2 0.1 1.0
H -1.69424 -1.39403 0.16085 -0.3 -0.1 -1.0
H 0.08461 -1.47156 0.54903 -0.2 -1.4 0.1
C 3.70798 3.12600 -3.09244 -1.7 -1.0 0.3
O 2.38737 3.06353 -2.65640 1.3 0.0 0.2
H 4.11140 4.02510 -3.55825 -0.2 1.1 0.2
H 4.42719 2.80535 -2.33877 0.8 0.0 0.7
H 3.92657 2.42562 -3.89854 0.1 -0.8 -0.7
Cl -5.79163 -3.42657 -0.11033 1.5 1.6 1.7
O -6.31165 -4.21302 0.97828 0.6 0.0 -0.2
O -6.14774 -2.04932 0.05990 -1.9 1.1 -0.1
O -4.35331 -3.32378 -0.16563 1.5 -1.5 0.6
O -6.21485 -3.95415 -1.33836 -1.4 -0.8 -2.3
O -0.00278 4.66822 -0.94068 0.2 -0.1 1.3
H -0.40314 5.42990 -0.47797 0.2 -0.6 -0.2
O -1.26749 3.17567 -3.30596 -0.1 -1.4 1.1
H -1.67508 2.30718 -3.12126 -0.1 0.1 -0.4
Cl -1.63540 -3.12761 4.28265 0.3 0.1 0.1
C -2.69509 -3.89306 3.07601 -1.5 -0.7 0.3
C -4.09236 -4.20798 3.66498 0.4 0.5 0.1
Cl -3.95867 -5.19191 5.14468 0.1 -0.1 0.3
H -2.27451 -4.86752 2.82774 0.4 0.4 -0.4
H -2.81696 -3.18245 2.25852 0.2 -0.4 -0.2
H -4.71725 -4.81801 3.01269 0.3 0.4 -0.4
H -4.60515 -3.28288 3.92830 0.0 -0.1 0.0
Cl -0.17434 -6.00747 -1.80703 -0.2 0.2 0.5
C -1.77085 -6.16846 -0.98506 -0.7 -2.0 0.0
C -1.73141 -7.20720 0.19786 1.7 2.0 -0.7
Cl -3.29163 -7.40793 0.90629 -1.2 -0.2 0.2
H -2.37456 -6.69442 -1.72466 -0.2 0.5 -0.2
H -2.22585 -5.20910 -0.73865 0.3 0.0 0.1
H -1.12509 -6.74673 0.97789 0.3 -0.5 0.0
H -1.30911 -8.14953 -0.15110 -0.1 0.1 0.1
C 1.84743 -3.02418 3.06175 0.2 0.5 1.2
C 1.97780 -2.46184 4.33542 0.7 1.1 -0.2
C 2.76798 -1.29597 4.49435 0.0 -0.8 -1.1
C 3.48713 -0.72009 3.38137 -0.2 0.3 3.2
C 3.35093 -1.31715 2.15559 -0.5 0.8 -1.3
C 2.49086 -2.39544 2.04036 0.2 -1.2 -1.6
C 3.95582 -0.66388 0.91944 0.2 -1.8 0.8
O 3.87788 -1.17788 -0.18360 0.0 0.6 0.8
C 4.73979 0.56252 1.20602 -0.7 -0.1 -1.4
C 5.11236 1.27265 0.10145 0.4 1.3 -1.3
C 5.65729 2.55689 0.20329 -1.0 -1.5 -3.4
C 5.87627 3.09817 1.37220 0.9 1.2 4.0
C 5.56427 2.37778 2.52867 -0.4 -0.3 0.3
C 4.90981 1.14250 2.45184 1.0 1.0 0.4
C 4.37634 0.50570 3.65410 -0.5 -0.1 2.5
O 4.56681 0.96453 4.80807 -0.6 -1.3 -2.8
H 1.28289 -3.92168 2.85636 -0.2 0.1 0.2
H 1.46367 -2.89670 5.17980 0.0 0.0 0.1
H 2.83953 -0.87292 5.48546 0.2 0.3 0.0
H 2.34502 -2.88726 1.08997 0.2 0.4 -0.5
H 4.88061 0.99897 -0.91727 -0.1 -0.7 0.1
H 5.75349 3.13905 -0.70127 0.3 -0.1 -0.2
H 6.29896 4.08651 1.47672 0.0 0.1 0.0
H 5.75626 2.79562 3.50589 -0.1 0.0 0.1
```
Forces are in eV/Å.

## Properties
LUMO energy: -1.764 eV
charge: 0
electronic energy: -7144.6859 Eh